[1]
{
  "formula": "C10H15B3Br21NO4",
  "method": "the ωB97M-V functional and the def2-TZVPD basis",
  "homo_energy_ev": -9.9,
  "total_charge": 0,
  "gap_ev": 9.4,
  "species": ["Br", "Br", "Br", "Br", "Br", "Br", "Br", "Br", "Br", "Br", "Br", "Br", "Br", "Br", "Br", "Br", "Br", "Br", "Br", "Br", "Br", "O", "O", "O", "O", "N", "C", "C", "C", "C", "C", "C", "C", "C", "C", "C", "B", "B", "B", "H", "H", "H", "H", "H", "H", "H", "H", "H", "H", "H", "H", "H", "H", "H"],
  "xyz": [[-8.3018, 2.6606, 0.7591], [-5.2801, 1.8722, -0.0012], [3.7263, -3.7472, 0.8826], [-7.5888, -0.3600, -0.0664], [1.5531, -5.6127, -6.6883], [4.9325, 2.3715, 3.9193], [8.0740, 2.8476, 4.3968], [-4.2599, -0.7912, 2.2932], [6.8496, 3.0684, 1.4367], [-6.3709, 6.0755, 3.6533], [3.0837, -0.9757, -5.3602], [-5.7319, 6.3867, 0.5223], [-6.0254, -1.7624, 4.7928], [0.9830, -5.3618, 0.4543], [4.0718, -1.2465, -2.3151], [-8.0636, 8.1389, 1.8659], [-3.1534, -3.0919, 4.2419], [4.0249, -5.4445, -8.7329], [1.3438, -2.6602, -3.2497], [4.4944, -4.9255, -5.5991], [3.3104, -5.5399, -1.7506], [3.1538, 2.5182, -0.2124], [-1.3232, 0.8489, -1.0516], [-1.3190, -0.6001, 0.9317], [-2.3534, 1.7328, 1.0363], [4.3810, 0.8479, 0.9603], [1.6898, 0.8808, 0.9240], [-7.0970, 6.4581, 1.8967], [3.2557, -4.7748, -7.0844], [-4.7247, -2.2762, 3.4501], [3.1199, 1.4900, 0.5005], [3.1233, -2.0960, -3.7767], [1.0767, -0.1050, -0.2022], [2.8946, -5.3305, 0.1318], [-7.1607, 1.5150, -0.3130], [6.5236, 3.3157, 3.3303], [-1.8269, 0.5482, 1.6847], [-1.7032, 1.9908, -0.2249], [-0.5318, 0.0397, -0.1229], [1.3458, -1.1869, 0.0245], [3.6800, -2.9963, -4.0363], [1.8602, 0.2305, 1.8552], [4.3597, 0.8059, 1.9957], [-7.8161, 5.6730, 1.6715], [-7.3615, 1.7526, -1.3557], [3.0624, -3.7135, -7.2306], [3.3191, -6.1885, 0.6491], [-1.4642, 3.1041, -0.5752], [6.3385, 4.3765, 3.4862], [-5.1946, -3.0320, 2.8240], [-1.7292, 0.4754, 2.8660], [1.3859, 0.1666, -1.2653], [4.3680, -0.1090, 0.5639], [0.9957, 1.7361, 1.2136]]
}

=====

[2]
{
  "formula": "C10H15BrN3O",
  "method": "the ωB97M-V functional and the def2-TZVPD basis",
  "homo_energy_ev": [-10.4, -12.4],
  "total_charge": 1,
  "de_lowest_kcal_mol": 29.0,
  "gap_ev": [5.7, 8.8],
  "species": ["Br", "O", "N", "N", "N", "C", "C", "C", "C", "C", "C", "C", "C", "C", "C", "H", "H", "H", "H", "H", "H", "H", "H", "H", "H", "H", "H", "H", "H", "H"],
  "xyz": [[2.9958, -0.6617, -0.3374], [2.0938, 2.6277, -1.0459], [-1.6273, -3.9379, -0.8832], [1.0378, 1.9170, 1.0120], [0.2250, -1.1210, 0.2384], [-0.6330, -3.0999, -0.6551], [-3.1853, -2.5388, 0.1811], [-0.0091, 1.0209, 1.6131], [0.8754, 2.1371, -0.5031], [-0.8809, -1.9352, 0.0367], [1.9317, 3.8140, -1.8016], [0.3906, -0.4690, 1.4552], [1.1640, -0.8726, -0.7402], [-2.1701, -1.5941, 0.4094], [-2.8781, -3.6896, -0.4785], [1.9306, 1.4848, 0.9958], [0.1621, 1.1707, 2.7252], [2.8870, 4.0527, -2.1819], [-0.2117, -1.0501, 2.2368], [-4.2217, -2.4610, 0.2885], [-0.8787, 1.2228, 0.9920], [-2.2687, -0.5796, 0.7879], [1.1852, 2.8753, 1.4373], [1.3252, -0.6738, 1.8418], [0.9651, -0.9618, -1.7104], [-0.0776, 2.8332, -0.5842], [1.2616, 3.6399, -2.6015], [0.4461, -3.2325, -1.0673], [-3.4748, -4.5543, -0.5691], [1.6400, 4.6366, -1.0920]]
}

=====

[3]
{
  "formula": "C10H15FIN2O5S",
  "method": "the ωB97M-V functional and the def2-TZVPD basis",
  "homo_energy_ev": -12.3,
  "total_charge": 1,
  "gap_ev": 8.4,
  "species": ["I", "S", "F", "O", "O", "O", "O", "O", "N", "N", "C", "C", "C", "C", "C", "C", "C", "C", "C", "C", "H", "H", "H", "H", "H", "H", "H", "H", "H", "H", "H", "H", "H", "H", "H"],
  "xyz": [[6.2810, -0.7386, 3.3395], [-2.8512, -1.0562, -0.9527], [0.4298, 2.6925, 0.7497], [-3.1987, 0.4893, -1.3385], [-2.8672, -1.1759, 0.4883], [-1.7416, -1.4951, -1.7668], [3.8764, 1.2501, 3.1508], [-4.2170, -1.7316, -1.5347], [2.6207, -0.6575, 1.1444], [3.2894, -0.3826, -1.1431], [-5.1779, -0.7047, -1.7694], [2.9495, -1.0571, 2.5847], [-4.3619, 0.5235, -2.1637], [-0.2274, 1.8275, 1.7584], [1.3662, -0.0741, 0.5333], [0.9185, 0.7443, -2.2481], [3.8009, -0.8806, 0.2243], [4.2188, -0.0614, 3.0260], [-0.0392, 0.2475, 1.3144], [1.8337, 0.1148, -1.0302], [-1.4046, 2.0205, 1.7500], [3.2283, -2.1933, 2.6976], [-4.9139, 1.4539, -2.0061], [1.1280, 0.2490, -3.3064], [1.1421, 1.9051, -2.3962], [4.8734, -1.3180, 0.4395], [-4.0401, 0.4641, -3.2084], [-0.2272, 0.6113, -2.0473], [-0.0794, -0.3788, 2.3209], [-5.7229, -0.5324, -0.8353], [-5.8811, -1.0056, -2.5496], [3.8769, -0.3668, -2.0302], [-1.0130, -0.0457, 0.7106], [0.1374, 2.0259, 2.8583], [1.9932, -0.7635, 3.2360]]
}

=====

[4]
{
  "formula": "C10H15N",
  "method": "the ωB97M-V functional and the def2-TZVPD basis",
  "homo_energy_ev": -7.7,
  "total_charge": 0,
  "de_lowest_kcal_mol": 99.6,
  "gap_ev": 8.1,
  "species": ["N", "C", "C", "C", "C", "C", "C", "C", "C", "C", "C", "H", "H", "H", "H", "H", "H", "H", "H", "H", "H", "H", "H", "H", "H", "H"],
  "xyz": [[0.2307, -1.4611, 2.5353], [-1.3811, -0.8763, -2.2708], [0.7162, -0.2565, 2.3252], [-0.2747, 1.6857, 1.2330], [-0.3775, -2.3118, 1.5979], [-0.6233, -1.7781, 0.3480], [-0.2573, -0.4525, -0.0485], [0.5449, 0.4352, 0.9864], [-0.6653, 0.0399, -1.2751], [-0.2022, 1.3582, -1.8479], [1.9834, 0.7846, 0.5593], [-0.6949, -3.3842, 1.6971], [-2.0951, -1.3886, -1.6644], [2.4337, 0.2235, -0.2642], [2.0841, 1.7964, 0.1821], [-1.1924, 1.5932, 0.5936], [-0.8873, -2.3488, -0.5447], [-0.8277, 2.3606, -1.8056], [0.1575, 1.1242, -2.9000], [0.6598, 1.6351, -1.2763], [0.7083, -1.9549, 3.2902], [-1.8867, -0.1482, -2.9067], [2.7291, 0.4068, 1.3503], [-0.5522, 1.8414, 2.2319], [-0.6669, -1.4005, -2.9885], [0.3368, 2.4766, 0.8624]]
}

=====

[5]
{
  "formula": "C10H15N2",
  "method": "the ωB97M-V functional and the def2-TZVPD basis",
  "homo_energy_ev": [-13.3, -13.3],
  "total_charge": 1,
  "de_lowest_kcal_mol": 167.6,
  "gap_ev": [7.5, 7.5],
  "species": ["N", "N", "C", "C", "C", "C", "C", "C", "C", "C", "C", "C", "H", "H", "H", "H", "H", "H", "H", "H", "H", "H", "H", "H", "H", "H", "H"],
  "xyz": [[-1.3934, -0.5281, 2.2009], [-1.2530, -0.4698, 1.0047], [0.5779, 1.9974, 0.5036], [1.5217, 0.8604, 0.1206], [-2.1638, -0.6148, -0.0461], [1.8714, -1.6312, -0.0912], [-3.2909, 0.5035, 0.0005], [3.2115, -1.4454, -0.0669], [2.9348, 0.9485, 0.0204], [3.7569, -0.1292, -0.0301], [-1.5268, -0.7372, -1.4368], [1.2220, -0.4587, -0.0599], [-0.7629, 0.1192, -1.4753], [-2.2837, -0.6319, -2.3142], [-2.4335, -0.6266, 2.5318], [-4.3497, 0.1609, -0.3871], [-2.8137, -1.4700, 0.1153], [-1.0359, -1.7414, -1.6248], [1.0493, 2.4614, 1.3841], [1.2617, -2.4830, -0.1836], [3.8140, -2.2492, -0.1454], [0.5618, 2.6897, -0.4232], [-3.3390, 0.9228, 1.0128], [-2.9263, 1.2326, -0.8528], [3.3565, 1.9516, -0.1855], [-0.3341, 1.4233, 0.6016], [4.7671, -0.0550, -0.1732]]
}

=====

[6]
{
  "formula": "C10H15N2",
  "method": "the ωB97M-V functional and the def2-TZVPD basis",
  "homo_energy_ev": -10.7,
  "total_charge": 1,
  "de_lowest_kcal_mol": 69.5,
  "gap_ev": 7.2,
  "species": ["N", "N", "C", "C", "C", "C", "C", "C", "C", "C", "C", "C", "H", "H", "H", "H", "H", "H", "H", "H", "H", "H", "H", "H", "H", "H", "H"],
  "xyz": [[-1.2905, 0.8452, 1.6002], [1.9878, -1.2846, 0.8611], [-0.8353, 0.9119, -0.6656], [-2.8587, -0.3849, -0.1104], [-0.2083, 1.6587, 1.4577], [2.5754, -2.6754, 1.1568], [-2.0651, -0.0761, -2.3561], [0.1922, 1.5722, 0.0516], [1.4427, 2.2949, -0.4299], [-2.9626, -0.7250, -1.4385], [-1.7390, 0.3785, 0.3320], [-0.9879, 0.6961, -1.9994], [3.6674, -2.8894, 1.3526], [-2.1939, -0.4000, -3.3755], [-3.6323, -0.7088, 0.6552], [2.1761, 2.5623, 0.3601], [2.0938, -3.3726, 0.4664], [-0.3247, 0.9653, -2.7689], [2.1632, -0.9326, -0.0587], [2.3027, -0.6860, 1.6272], [2.2004, -3.1800, 2.0300], [-3.5521, -1.6567, -1.7557], [1.7710, 1.6913, -1.2407], [1.0097, -1.2767, 0.8828], [1.1390, 3.2341, -1.0739], [-0.1112, 2.4860, 2.0896], [-1.9596, 0.9526, 2.3502]]
}

=====

[7]
{
  "formula": "C10H15N2O",
  "method": "the ωB97M-V functional and the def2-TZVPD basis",
  "homo_energy_ev": -13.0,
  "total_charge": 1,
  "de_lowest_kcal_mol": 81.0,
  "smiles": "CC(C)=C[C@H]1[N@H+](C)[C@@]12C=NC=CO2",
  "gap_ev": 9.2,
  "species": ["O", "N", "N", "C", "C", "C", "C", "C", "C", "C", "C", "C", "C", "H", "H", "H", "H", "H", "H", "H", "H", "H", "H", "H", "H", "H", "H", "H"],
  "xyz": [[-0.5605, -2.3704, 0.3301], [0.9081, -0.5230, 0.6473], [-1.2314, -2.1088, 2.9865], [-0.2328, -0.0386, -0.0713], [2.0882, -1.1044, -0.0269], [0.7662, 1.8539, -2.3029], [-0.9447, -3.4871, 1.1189], [-0.5049, -1.1608, 0.9190], [-0.9001, -1.0902, 2.3513], [-0.1930, 2.2114, -1.2295], [-0.7904, 3.5906, -1.3776], [-1.2657, -3.2921, 2.3858], [-0.6099, 1.3909, -0.2383], [-0.1054, -0.5104, -1.0423], [1.2998, 1.0193, -1.8451], [-1.7560, 3.7409, -0.9817], [-0.2196, 4.4359, -0.8430], [2.7793, -1.4614, 0.6280], [1.2704, 2.6759, -2.6412], [-0.7385, -4.3710, 0.4608], [2.6562, -0.2656, -0.4590], [1.6565, -1.8521, -0.8258], [0.3750, 1.1982, -3.1037], [1.2302, 0.0341, 1.4870], [-0.9847, -0.0824, 2.7932], [-0.8981, 3.9093, -2.5005], [-1.4197, 1.7454, 0.4747], [-1.6744, -4.0876, 2.9060]]
}

=====

[8]
{
  "formula": "C10H15N2S",
  "method": "the ωB97M-V functional and the def2-TZVPD basis",
  "homo_energy_ev": -13.1,
  "total_charge": 1,
  "de_lowest_kcal_mol": 68.0,
  "gap_ev": 9.6,
  "species": ["S", "N", "N", "C", "C", "C", "C", "C", "C", "C", "C", "C", "C", "H", "H", "H", "H", "H", "H", "H", "H", "H", "H", "H", "H", "H", "H", "H"],
  "xyz": [[2.3502, -2.4674, 0.3252], [-0.9265, 0.3219, -0.1651], [0.3270, -1.2568, 1.0692], [2.1033, -2.3029, 2.0590], [-0.6855, -0.5125, -1.1400], [0.9805, -1.5789, 2.2833], [-0.3560, 1.6419, -0.3508], [-1.0219, 2.6121, 0.7382], [-1.2636, -1.6293, -1.9257], [0.9439, -1.6526, 0.0076], [-0.5539, -0.5314, -2.6615], [1.1063, 1.7739, -0.4368], [-0.8637, -0.4260, 1.0453], [-0.7077, -2.5609, -2.0304], [0.5070, -1.2511, 3.1848], [-0.8580, 0.2982, -3.2700], [1.6193, 1.2170, -1.2030], [-0.1874, 2.7504, 1.4809], [-2.3757, -1.7057, -1.9611], [-0.9580, 0.1189, 2.0055], [-1.6578, -1.0454, 0.9072], [1.4467, 2.8571, -0.6749], [-0.7185, 2.0132, -1.3254], [-1.8680, 2.0467, 1.2382], [0.4816, -0.9851, -2.8186], [-1.4071, 3.4998, 0.4089], [2.9060, -2.7051, 2.7250], [1.6375, 1.4601, 0.4852]]
}